[1]
A 2-piece molecular cluster, C29H31FN2O4S overall. Source: the OMol25 dataset; level of theory: ωB97M-V/def2-TZVPD.

Results
relative energy (zero: lowest compared OMol25 entry of this formula, charge and spin): 0.0 kJ/mol
gap between HOMO and LUMO: 6.327 eV

Last column: Mulliken charge in e.
Cartesian coordinates (Å):
C  4.31072  1.36662  3.43230  -1.08
C  4.12744  -0.08820  3.08438  -0.20
O  2.89903  -0.52670  3.78726  -0.27
C  2.20974  -1.56151  3.22440  0.02
C  0.70393  -1.36434  3.31402  0.73
F  0.09809  -1.58927  2.08072  -0.39
S  0.35544  0.39775  3.69884  1.59
C  -1.41082  0.62633  3.45754  0.04
C  -1.94450  1.14436  2.27403  -0.26
C  -3.33654  1.23140  2.14414  -0.57
C  -4.17493  0.78442  3.17201  -0.59
C  -3.62529  0.34749  4.38662  -0.70
C  -2.23744  0.24750  4.51211  -0.50
O  0.62487  0.58678  5.11199  -0.75
O  0.98767  1.22517  2.68372  -0.76
O  2.73758  -2.46966  2.58946  -0.62
H  5.18527  1.75381  2.90089  0.41
H  3.43549  1.95721  3.13492  0.21
H  4.46369  1.46941  4.51007  0.28
H  3.99932  -0.20364  2.00129  0.28
H  4.93770  -0.73007  3.45605  0.29
H  -1.27376  1.45623  1.47042  0.43
H  -3.76896  1.65195  1.23282  0.37
H  -5.26013  0.78490  3.03780  0.40
H  -4.24959  0.09022  5.24467  0.68
H  -1.78239  -0.14979  5.41776  0.47
C  4.37507  -8.22532  3.95856  -1.10
N  3.46788  -7.39105  3.19682  0.02
C  3.54211  -7.38554  1.73832  -0.61
C  2.56389  -6.26879  1.31731  -0.77
C  2.12148  -5.65843  2.60134  0.91
C  2.74077  -6.34249  3.68094  0.29
C  2.60138  -5.87344  5.00450  -1.42
C  1.78148  -4.77805  5.24006  -0.52
C  0.98798  -4.20299  4.20178  0.75
C  -0.11427  -3.31288  4.40673  -0.75
C  -1.10225  -3.47442  5.45099  0.64
C  -2.43087  -3.03010  5.14338  -0.07
C  -3.46807  -3.18030  6.04495  0.53
C  -3.20757  -3.73428  7.32366  0.43
N  -4.33573  -3.68656  8.08186  0.01
C  -4.40335  -3.96978  9.49420  -1.03
C  -5.43064  -3.00820  7.40364  -0.73
C  -4.91029  -2.80265  5.96935  -0.41
C  -1.92692  -4.22520  7.65928  -1.89
C  -0.92642  -4.14870  6.69744  -0.59
C  1.27357  -4.61242  2.86088  -0.08
H  3.97988  -8.39497  4.97160  0.33
H  4.49348  -9.19252  3.44202  0.33
H  5.38291  -7.76939  4.03379  0.33
H  4.57521  -7.16690  1.41537  0.31
H  3.27399  -8.36924  1.32266  0.32
H  3.06711  -5.53617  0.67874  0.23
H  1.74237  -6.69271  0.73332  0.28
H  3.09841  -6.40592  5.81733  0.25
H  1.73515  -4.34716  6.24042  0.82
H  -0.57873  -2.90693  3.49132  0.38
H  -2.63231  -2.63435  4.14892  0.54
H  -3.65471  -4.72331  9.76663  0.31
H  -4.22721  -3.06574  10.09984  0.33
H  -5.40689  -4.33807  9.73913  0.31
H  -6.34398  -3.61393  7.44534  0.34
H  -5.64699  -2.04701  7.89032  0.34
H  -5.03958  -1.77431  5.61842  0.01
H  -5.49668  -3.43734  5.29052  0.29
H  -1.76752  -4.71354  8.62416  0.18
H  0.00548  -4.67078  6.88405  0.31
H  0.77079  -4.11445  2.03622  0.36

=====

[2]
C29H31FN6O6Sc as an isolated structure. Source: the OMol25 dataset; level of theory: ωB97M-V/def2-TZVPD.

Results
relative energy (zero: lowest compared OMol25 entry of this formula, charge and spin): 112.2 kJ/mol
charge: -1
gap between HOMO and LUMO: 3.740 eV

Last column: Mulliken charge in e.
Cartesian coordinates (Å):
Sc  12.43499  13.54987  10.08922  0.12
C  16.61217  13.02454  11.53659  -1.65
C  15.15062  13.39302  11.47651  1.25
O  14.44542  13.04336  10.43754  -0.55
C  14.78817  14.18813  12.51259  -0.87
C  13.57179  14.86567  12.68644  0.77
C  13.29559  15.60781  13.97073  -1.36
N  12.60471  14.90358  11.77566  0.66
N  11.65900  15.82360  11.80840  -0.83
C  10.68046  15.61530  10.90218  0.54
O  10.62030  14.64123  10.05588  -0.68
C  9.50651  16.52940  10.93256  0.55
C  8.58313  16.40841  9.88002  -0.47
C  7.51074  17.25932  9.82705  -0.55
C  7.15374  18.02031  10.93834  -0.33
C  8.10050  18.26045  11.91189  -0.66
C  9.24856  17.48455  11.91402  0.04
H  16.78309  12.48793  12.48526  0.39
H  17.03794  13.99181  11.65146  0.45
H  16.95272  12.53049  10.66376  0.26
H  15.60974  14.48499  13.20906  0.14
H  12.44700  15.09475  14.44686  0.26
H  13.02066  16.62470  13.75272  0.32
H  14.08950  15.56240  14.71539  0.38
H  8.83040  15.72592  9.03075  0.33
H  6.82618  17.22986  8.95322  0.32
H  6.13157  18.44809  11.03106  0.32
H  7.94607  18.92844  12.74981  0.37
H  9.95475  17.64408  12.72358  0.40
C  8.21603  10.25317  4.48266  -0.66
C  9.52383  10.54402  4.63210  -0.48
C  10.26223  9.27747  4.81659  -0.69
C  9.27756  8.30258  4.97784  -0.49
C  8.01002  8.87087  4.72024  -0.43
H  7.51272  10.99838  4.15375  0.37
H  10.04753  11.47540  4.55826  0.41
H  11.32436  9.14524  4.94522  0.37
H  9.41193  7.18061  5.09956  0.27
H  7.02460  8.38465  4.66482  0.35
F  17.90319  12.43602  8.42070  -0.34
C  17.26481  13.47462  7.79749  0.35
C  16.17805  13.35049  7.00229  -0.17
N  15.31001  14.43358  6.80091  0.14
C  13.93512  14.04040  6.53115  -1.36
C  13.15950  13.85596  7.73404  1.57
O  13.23436  14.81613  8.68455  -0.54
O  12.40343  12.81745  7.95742  -0.76
C  15.59435  15.74675  7.19895  0.47
O  14.82322  16.68591  7.14006  -0.56
N  16.89859  15.87901  7.72194  -0.15
C  17.71534  14.85182  8.19869  0.41
O  18.65356  15.11670  8.94208  -0.63
H  15.85407  12.38210  6.58992  0.38
H  13.90469  13.21762  5.78581  0.48
H  13.54131  14.92994  5.96559  0.32
H  17.01013  16.76056  8.22370  0.29
N  11.10069  11.80410  10.94180  -0.58
C  10.48905  10.93002  11.48737  0.38
N  9.82746  10.14055  12.34103  0.11
C  9.58931  10.74434  13.68106  -0.63
C  10.03162  9.70841  14.71769  -0.65
C  9.16310  8.42984  14.60735  -0.58
C  8.96867  7.99111  13.14094  -0.64
C  9.92337  8.71143  12.18652  -0.75
H  8.47189  10.89996  13.70591  0.22
H  10.09814  11.72675  13.77576  0.43
H  9.88861  10.13264  15.72846  0.37
H  11.12936  9.49901  14.65310  0.32
H  8.22993  8.63169  15.12100  0.33
H  9.74886  7.67612  15.08455  0.27
H  7.91939  8.20869  12.81198  0.28
H  9.18649  6.91835  13.05752  0.34
H  9.59998  8.45952  11.20762  0.51
H  10.95996  8.41113  12.33882  0.40

=====

[3]
C29H31FeN10O5SeSi as an isolated structure. Source: the OMol25 dataset; level of theory: ωB97M-V/def2-TZVPD.

Results
relative energy (zero: lowest compared OMol25 entry of this formula, charge and spin): 218.7 kJ/mol
expectation value of S²: 1.0188
gap between HOMO and LUMO (alpha / beta): 6.041 / 7.055 eV
2S+1: 2

Last column: Mulliken charge in e.
Cartesian coordinates (Å):
Fe  0.17735  0.73837  -0.03206  0.99
C  -2.98812  -1.61481  -0.47123  -1.36
C  -3.15643  -0.29914  0.22823  0.52
C  -4.35271  0.05998  0.83668  -0.76
C  -4.43425  1.29066  1.48470  -0.52
C  -3.33517  2.11757  1.53746  -0.87
C  -2.14830  1.69352  0.90828  0.83
N  -2.10865  0.51832  0.25483  0.08
N  -0.98163  2.33285  0.88162  0.39
Si  -0.39244  3.63925  1.85288  -0.02
C  1.45823  3.75287  1.46099  -0.79
C  -0.64782  3.20853  3.68367  -1.20
C  -1.23837  5.28302  1.43777  -1.23
H  -3.40353  -1.55861  -1.47893  0.29
H  -3.51073  -2.40382  0.06687  0.42
H  -1.92950  -1.85730  -0.55295  0.19
H  -5.20213  -0.60637  0.80127  0.45
H  -5.35957  1.59122  1.95924  0.43
H  -3.35805  3.07064  2.04659  0.31
H  2.05318  3.73254  2.37654  0.37
H  1.71008  4.67998  0.94134  0.45
H  1.77503  2.91922  0.82798  -0.14
H  -0.67459  2.12345  3.80023  0.30
H  -1.58445  3.60833  4.07581  0.37
H  0.16053  3.59570  4.30553  0.46
H  -2.32067  5.18135  1.34924  0.34
H  -0.87242  5.68034  0.48978  0.32
H  -1.03399  6.02390  2.21234  0.37
C  3.74127  -1.14783  3.38086  -0.80
N  2.34557  -0.85057  3.07628  1.30
C  1.87337  0.15842  2.35565  -0.78
N  0.58307  -0.02373  2.11281  0.54
C  0.31856  -1.21384  2.72185  -0.46
N  1.35850  -1.73185  3.31937  -1.23
C  4.44429  0.08395  3.88882  0.55
C  4.74450  0.24294  5.23490  -0.87
C  5.28280  1.43725  5.69805  -0.71
C  5.45552  2.50584  4.83914  -0.84
C  5.15066  2.35463  3.48572  -0.05
C  4.71301  1.12445  3.00612  -0.10
C  5.16040  3.52116  2.61921  0.60
N  5.44038  4.74027  2.96022  -0.57
N  5.17600  5.52599  1.87934  -0.49
C  4.75133  4.74530  0.93512  0.43
O  4.72428  3.45487  1.33796  -0.08
C  4.31936  5.16284  -0.38973  0.15
C  4.38595  6.52118  -0.70355  -0.91
C  3.97836  6.95990  -1.94692  -0.87
C  3.49527  6.05003  -2.87661  -0.85
C  3.41652  4.69727  -2.57164  0.53
C  2.89157  3.74667  -3.61847  -0.77
N  1.91067  2.80496  -3.11337  0.96
C  1.00501  2.93943  -2.14363  -0.37
N  0.30373  1.82126  -2.04373  -0.27
C  0.84395  1.01544  -3.00496  -0.49
N  1.80470  1.58763  -3.67572  -1.13
C  3.83736  4.24780  -1.32369  0.24
H  4.18826  -1.50321  2.45050  0.28
H  3.73855  -1.95289  4.11137  0.50
H  2.43182  1.01230  2.02713  0.24
H  -0.65766  -1.66558  2.74155  0.52
H  4.54849  -0.56698  5.92660  0.42
H  5.53837  1.53827  6.74430  0.40
H  5.80594  3.46438  5.19521  0.53
H  4.56441  0.97205  1.94297  0.86
H  4.76625  7.20476  0.04228  0.57
H  4.03213  8.00951  -2.20149  0.41
H  3.18708  6.39898  -3.85464  0.40
H  3.69805  3.14321  -4.03605  0.35
H  2.44545  4.31776  -4.43490  0.37
H  0.86626  3.82699  -1.55014  0.72
H  0.52140  0.00545  -3.18984  0.55
H  3.79046  3.19362  -1.07020  0.67
O  2.24907  0.74672  -0.39476  -0.66
Se  2.26517  -0.91841  -0.67544  1.30
O  3.04468  -1.62752  0.52289  -0.68
O  0.61753  -1.20249  -0.59480  -0.68
O  2.84225  -1.25878  -2.11207  -0.72

=====

Going through the records in order, we get M values of 522.6 623.6 762.5 g mol⁻¹.